# 1
ORCA calculation (ωB97M-V/def2-TZVPD) on 2 unconnected molecules or ions with the total composition C3H11NO2 in a non-equilibrium geometry.

Computed properties:
Kohn-Sham gap = 9.88 eV
LUMO energy = 0.87 eV
HOMO level = -9.0 eV
SMILES = CCNCO.O

Last column: Mulliken charge in e.
Positions of all 17 atoms, in Å:
1 C -0.099 0.844 -0.828  -0.982
2 C -0.599 0.798 0.634  -0.586
3 N -1.209 -0.423 1.079  -0.174
4 C -0.422 -1.525 1.377  -0.378
5 O -0.019 -2.267 0.180  -0.548
6 H 0.241 1.850 -1.087  0.463
7 H -1.012 0.730 -1.426  0.259
8 H 0.587 0.077 -1.122  0.181
9 H 0.237 1.195 1.305  0.294
10 H -1.321 1.638 0.733  0.319
11 H -2.151 -0.453 0.723  0.233
12 H -0.825 -2.199 2.156  0.316
13 H 0.606 -1.212 1.626  0.229
14 H -0.778 -2.655 -0.266  0.292
15 O 2.304 1.481 -1.956  -0.665
16 H 2.624 1.461 -1.048  0.324
17 H 1.834 0.661 -2.080  0.423

# 2
ORCA calculation (ωB97M-V/def2-TZVPD) on 2 unconnected molecules or ions with the total composition C3H11NO2 in a non-equilibrium geometry.

Computed properties:
Kohn-Sham gap = 10.08 eV
LUMO energy = 0.77 eV
HOMO level = -9.3 eV
SMILES = NCCCO.O

Last column: Mulliken charge in e.
Positions of all 17 atoms, in Å:
1 N -0.312 -1.476 1.386  -0.576
2 C 0.355 -0.273 0.874  -0.397
3 C -0.638 0.875 0.958  -0.492
4 C -0.034 2.196 0.466  -0.435
5 O -1.083 3.128 0.236  -0.519
6 H -0.691 -1.314 2.313  0.215
7 H 0.385 -2.210 1.421  0.221
8 H 1.260 0.026 1.451  0.247
9 H 0.704 -0.503 -0.128  0.332
10 H -0.997 0.951 1.994  0.253
11 H -1.508 0.771 0.324  0.287
12 H 0.428 1.964 -0.501  0.208
13 H 0.657 2.607 1.190  0.353
14 H -0.936 3.985 0.627  0.305
15 O 1.244 -3.811 -3.373  -0.639
16 H 1.891 -3.358 -2.800  0.320
17 H 1.608 -4.089 -4.202  0.319

# 3
ORCA calculation (ωB97M-V/def2-TZVPD) on 2 unconnected molecules or ions with the total composition C3H11NO2 in a non-equilibrium geometry.

Computed properties:
Kohn-Sham gap = 10.13 eV
LUMO energy = 0.58 eV
HOMO level = -9.6 eV
SMILES = CCNCO.O

Last column: Mulliken charge in e.
Positions of all 17 atoms, in Å:
1 C 1.082 0.049 -1.510  -0.911
2 C 1.116 0.938 -0.197  -0.215
3 N -0.217 1.011 0.523  -0.291
4 C -0.310 0.225 1.708  -0.515
5 O -0.045 1.046 2.922  -0.531
6 H 1.951 0.216 -2.167  0.343
7 H 0.858 -1.049 -1.381  0.206
8 H 0.222 0.555 -2.083  0.226
9 H 1.586 1.909 -0.391  0.304
10 H 1.614 0.173 0.607  0.207
11 H -1.048 0.940 0.000  0.247
12 H -1.243 -0.279 1.902  0.338
13 H 0.489 -0.543 1.827  0.309
14 H 0.723 1.430 2.669  0.289
15 O -2.460 -2.553 -1.415  -0.621
16 H -1.743 -2.235 -0.962  0.296
17 H -2.576 -1.834 -2.052  0.320

# 4
ORCA calculation (ωB97M-V/def2-TZVPD) on 3 unconnected molecules or ions with the total composition C3H11NO2 in a non-equilibrium geometry.

Computed properties:
Kohn-Sham gap = 9.27 eV
LUMO energy = 0.74 eV
HOMO level = -8.5 eV
SMILES = C=C(C)N.O.O

Last column: Mulliken charge in e.
Positions of all 17 atoms, in Å:
1 C -0.295 -0.033 1.850  -1.294
2 C -0.696 0.612 0.749  0.745
3 C -0.391 2.099 0.632  -1.254
4 N -1.703 0.138 -0.105  -0.480
5 H -0.517 -1.074 1.990  0.472
6 H 0.476 0.401 2.454  0.290
7 H -1.111 2.716 1.134  0.338
8 H -0.307 2.374 -0.415  0.349
9 H 0.610 2.294 0.991  0.400
10 H -1.733 -0.383 -0.962  0.257
11 H -2.398 0.866 -0.174  0.197
12 O 0.326 -0.406 -2.309  -0.606
13 H 0.889 -0.093 -1.594  0.303
14 H 0.934 -0.765 -2.962  0.300
15 O 2.029 -1.979 -0.103  -0.637
16 H 2.865 -1.643 0.226  0.316
17 H 1.417 -1.931 0.643  0.306

# 5
ORCA calculation (ωB97M-V/def2-TZVPD) on 3 unconnected molecules or ions with the total composition C3H11NO2 in a non-equilibrium geometry.

Computed properties:
Kohn-Sham gap = 10.36 eV
LUMO energy = 0.71 eV
HOMO level = -9.7 eV
SMILES = C=CCN.O.O

Last column: Mulliken charge in e.
Positions of all 17 atoms, in Å:
1 C 1.416 0.517 1.491  -0.993
2 C 0.196 0.183 1.102  0.026
3 C -0.401 -1.153 0.746  -0.400
4 N -0.723 -1.185 -0.686  -0.505
5 H 1.699 1.558 1.371  0.265
6 H 2.183 -0.082 1.966  0.308
7 H -0.401 1.005 0.747  0.221
8 H 0.332 -1.928 1.002  0.366
9 H -1.308 -1.346 1.325  0.309
10 H -1.226 -2.014 -0.947  0.184
11 H 0.146 -1.010 -1.177  0.178
12 O -2.651 1.253 0.038  -0.655
13 H -2.243 1.437 0.883  0.329
14 H -2.084 0.677 -0.470  0.379
15 O 2.131 0.217 -2.128  -0.653
16 H 3.026 0.257 -1.794  0.315
17 H 1.641 0.926 -1.695  0.328

# 6
ORCA calculation (ωB97M-V/def2-TZVPD) on 2 unconnected molecules or ions with the total composition C3H11NO2 in a non-equilibrium geometry.

Computed properties:
Kohn-Sham gap (spin up / spin down) = 10.94 / 5.62 eV
net charge = +1
<S²> = 0.75
LUMO energy (spin up / spin down) = -3.44 / -8.76 eV
HOMO level (spin up / spin down) = -14.4 / -14.4 eV
2S+1 = 2

Last column: Löwdin spin population.
Positions of all 17 atoms, in Å:
1 C -1.017 -0.296 -0.698  0.109
2 C -1.327 0.140 0.753  0.003
3 C -1.353 1.671 0.887  0.001
4 O -0.061 -0.181 1.573  0.002
5 N -0.786 -1.773 -1.007  0.773
6 H -1.628 -0.060 -1.580  0.019
7 H -0.043 0.142 -1.000  0.055
8 H -2.096 -0.451 1.151  0.002
9 H -0.233 1.852 0.768  0.001
10 H -1.816 2.249 0.050  0.000
11 H -1.532 1.849 1.964  0.000
12 H -0.262 -0.205 2.494  0.000
13 H -0.358 -2.294 -0.162  0.014
14 H -0.076 -2.092 -1.689  0.022
15 H 4.008 0.537 -1.106  0.000
16 H 4.753 -0.695 -1.073  0.000
17 O 3.824 -0.393 -1.324  0.000

Electronic energy for the records above, in order: -326.08760; -326.10682; -326.06229; -326.09128; -326.09428; -325.74040 Eh
Energy relative to the best compared isomer or geometry (same formula, charge and spin) for the records above, in order: 27.5; 15.5; 43.4; 25.2; 23.3; 52.2 kcal/mol